1.
Density functional theory data (ωB97M-V/def2-TZVPD) for a single C15H15FO3S molecule in a non-equilibrium geometry.

Structure (XYZ):
```
35
Properties=species:S:1:pos:R:3:forces:R:3:lowdin_charge:R:1
O -1.57768 -0.11330 2.71063 0.02 -0.12 -0.04 0.104
C -1.50986 -0.11852 1.49882 -0.03 0.45 -0.34 -0.350
C -1.01967 1.08382 0.71673 0.06 0.09 0.35 -0.101
C 0.51636 1.00792 0.65373 0.06 0.53 -0.10 -0.519
S 1.22729 2.52066 -0.11293 0.07 -0.13 0.22 0.943
C 1.05542 3.72485 1.25313 -0.31 -0.15 -0.59 -0.440
C -0.07370 4.72548 1.02228 -0.01 -0.16 0.58 -0.349
O 0.07833 5.47235 -0.15216 0.22 0.26 -0.44 -0.075
C 0.94511 -0.19888 -0.12928 0.30 0.03 0.03 -0.284
C 1.31666 -1.36066 0.53706 0.01 0.16 -0.17 -0.021
C 1.61852 -2.51179 -0.16734 0.02 -0.16 -0.23 0.007
C 1.55278 -2.48108 -1.54784 -0.03 0.11 0.10 -0.278
F 1.83014 -3.60566 -2.24180 0.00 0.07 0.03 0.056
C 1.20657 -1.33383 -2.23756 0.06 -0.19 -0.03 0.000
C 0.89779 -0.19500 -1.51815 0.13 -0.08 0.16 -0.055
C -1.81335 -1.30818 0.71467 -0.48 -1.22 0.89 -0.213
C -2.09060 -2.58991 1.14035 0.16 0.93 -0.13 0.023
C -2.24661 -3.36632 -0.02114 0.03 0.22 -0.49 -0.038
C -2.06090 -2.50892 -1.06897 -0.16 -0.81 0.18 -0.096
O -1.80332 -1.27439 -0.64019 0.02 0.47 -0.07 0.044
H -1.31597 1.98643 1.25237 -0.07 -0.08 -0.01 0.111
H -1.42649 1.09384 -0.29328 0.03 0.08 -0.01 0.125
H 0.91712 0.95770 1.67027 -0.07 -0.09 -0.07 0.114
H 2.01171 4.24915 1.30580 -0.01 0.00 0.14 0.071
H 0.90024 3.17263 2.17821 0.06 0.04 0.12 0.082
H -1.03195 4.21260 0.91362 0.09 0.00 0.11 0.106
H -0.13189 5.38662 1.90332 -0.06 -0.10 -0.10 0.119
H 0.96269 5.85540 -0.17461 -0.09 0.02 0.02 0.089
H 1.35574 -1.37203 1.61649 0.00 0.01 0.12 0.127
H 1.89745 -3.42240 0.33835 0.03 -0.11 0.02 0.121
H 1.17447 -1.34318 -3.31538 0.01 -0.03 -0.12 0.120
H 0.62057 0.70991 -2.03673 -0.07 0.08 -0.12 0.103
H -2.16215 -2.90838 2.15975 0.01 0.00 0.24 0.121
H -2.46595 -4.41239 -0.07737 -0.04 -0.22 -0.09 0.104
H -2.09070 -2.66539 -2.12972 0.03 0.09 -0.15 0.131
```
Forces are in eV/Å.

Results
**Energy relative to the best compared isomer or geometry (same formula, charge and spin)**: 0.0226 eV
**F_max**: 1.58 eV/A
**HOMO energy**: -8.73 eV
**LUMO**: 0.16 eV
**SMILES**: O=C(C[C@H](SCCO)c1ccc(F)cc1)c1ccco1
**Total energy**: -1304.33403 hartree
**Gap between HOMO and LUMO**: 8.9 eV



2.
Density functional theory data (ωB97M-V/def2-TZVPD) for a single C22H19N9O2S molecule in a non-equilibrium geometry.

Structure (XYZ):
```
53
Properties=species:S:1:pos:R:3:forces:R:3:lowdin_charge:R:1
C 8.69933 2.67086 -0.31940 0.11 0.21 -0.05 -0.084
O 8.07826 1.44888 0.00479 -0.12 -0.23 0.06 -0.080
C 6.73989 1.31618 -0.18169 -0.15 -0.48 0.15 -0.262
C 5.90525 2.33206 -0.69277 0.06 0.06 -0.01 0.003
C 4.56352 2.12088 -0.85113 0.09 -0.06 0.04 0.003
C 3.98734 0.88464 -0.50717 0.45 -0.45 0.24 -0.216
N 2.66225 0.70000 -0.67096 -0.65 -0.14 -0.06 0.176
C 2.17712 -0.46777 -0.33473 0.73 0.71 -0.13 -0.344
N 0.82376 -0.62514 -0.51351 -0.12 0.17 -0.08 0.174
C 0.03605 -1.70905 -0.25044 -0.41 -0.41 0.06 -0.333
N -1.23505 -1.59412 -0.51395 0.15 0.49 -0.17 0.123
C -2.02229 -2.66545 -0.24081 0.33 -0.26 0.29 -0.359
C -3.46595 -2.46902 -0.56769 -0.39 0.14 -0.01 -0.375
S -3.97729 -0.81392 0.01694 0.42 0.02 0.05 1.014
C -5.63392 -0.90668 -0.45131 -0.52 0.16 -0.02 -0.597
N -6.19184 -1.96728 -1.00481 1.12 -0.08 0.31 0.012
N -7.45591 -1.64923 -1.22993 -0.86 -0.28 -0.38 -0.038
N -7.71670 -0.47324 -0.86004 -0.86 0.77 0.10 0.038
N -6.59180 0.06707 -0.34815 0.95 -1.56 -0.30 -0.044
C -6.57504 1.38099 0.13331 -0.19 0.82 0.22 -0.193
C -5.48795 1.89571 0.82777 -0.08 -0.23 -0.12 -0.038
C -5.52907 3.20364 1.27782 -0.05 0.09 0.00 -0.076
C -6.64113 3.99441 1.04497 0.06 0.07 0.06 -0.089
C -7.72541 3.47300 0.35713 0.06 -0.04 0.02 -0.075
C -7.69847 2.17044 -0.10068 0.02 -0.06 -0.04 -0.018
C -1.54884 -3.82649 0.28580 -0.26 0.03 -0.08 0.052
C -0.14392 -3.97717 0.56797 -0.18 0.21 -0.13 -0.457
O 0.41966 -4.94768 1.02545 0.14 -0.21 0.10 0.057
N 0.59276 -2.82365 0.25772 0.17 0.08 0.00 0.208
N 2.88265 -1.50642 0.16162 0.11 -0.16 0.07 0.158
C 4.17360 -1.36641 0.33481 -0.04 0.15 -0.06 -0.232
C 4.91162 -2.53876 0.88411 0.02 -0.01 0.01 -0.008
C 4.82536 -0.14392 0.00828 -0.45 0.44 -0.24 -0.095
C 6.19679 0.09411 0.16189 0.30 0.29 -0.05 0.058
H 8.59821 2.90488 -1.38376 0.00 0.00 0.04 0.097
H 8.30043 3.49674 0.27778 0.01 -0.03 -0.03 0.097
H 9.75281 2.53339 -0.08164 -0.07 0.07 -0.04 0.095
H 6.32201 3.28917 -0.96463 0.04 0.08 -0.02 0.107
H 3.91833 2.89169 -1.24087 -0.06 0.09 -0.04 0.116
H 0.34177 0.18128 -0.88893 0.01 -0.16 0.05 0.158
H -3.62861 -2.48049 -1.64615 0.03 -0.11 0.04 0.095
H -4.10572 -3.21126 -0.09520 0.08 -0.02 -0.11 0.084
H -4.62053 1.28582 1.02094 0.04 0.05 0.08 0.040
H -4.68328 3.60261 1.81673 0.07 0.03 0.04 0.106
H -6.66413 5.01335 1.40035 0.00 0.08 0.03 0.102
H -8.59674 4.08334 0.17495 -0.08 0.04 -0.02 0.106
H -8.53260 1.74633 -0.63642 -0.04 0.02 -0.02 0.102
H -2.19414 -4.66144 0.50088 -0.07 -0.07 0.04 0.120
H 1.60549 -2.79828 0.42053 -0.24 -0.12 0.00 0.119
H 5.68107 -2.85837 0.18349 0.10 -0.05 -0.01 0.094
H 5.39690 -2.27025 1.82085 0.09 -0.02 0.07 0.094
H 4.22307 -3.36061 1.05984 0.01 -0.01 0.00 0.084
H 6.85105 -0.66937 0.55005 0.11 -0.09 0.05 0.124
```
Forces are in eV/Å.

Results
**Energy relative to the best compared isomer or geometry (same formula, charge and spin)**: 0.2470 eV
**F_max**: 1.85 eV/A
**HOMO energy**: -8.28 eV
**LUMO**: -0.55 eV
**SMILES**: COc1ccc2nc(Nc3nc(CSc4nnnn4-c4ccccc4)cc(=O)[nH]3)nc(C)c2c1
**Total energy**: -1891.26777 hartree
**Gap between HOMO and LUMO**: 7.7 eV



3.
Density functional theory data (ωB97M-V/def2-TZVPD) for a molecular structure, C19H16I2N2OPdTe.

Structure (XYZ):
```
42
Properties=species:S:1:pos:R:3:forces:R:3:lowdin_charge:R:1
Pd -0.26821 -0.08932 0.75543 0.26 -0.17 0.17 0.002
I 3.02406 4.97146 -4.18669 -0.02 -0.06 0.07 0.694
C 2.66401 3.49088 -2.73230 0.05 0.09 -0.12 -0.766
C 3.21647 3.62059 -1.46677 -0.12 -0.18 0.00 -0.277
C 2.99001 2.61729 -0.54413 0.03 0.04 0.07 -0.640
I 3.84911 2.77338 1.36332 -0.02 0.00 -0.05 0.778
C 2.21430 1.43136 -0.79022 0.03 0.01 0.00 -0.508
O 2.05239 0.51859 0.05605 0.18 0.02 -0.14 -0.168
C 1.67820 1.37032 -2.13599 0.00 0.07 -0.08 -0.151
C 0.90612 0.13840 -2.51197 0.00 0.07 0.09 -0.196
N -0.42743 0.12837 -1.93114 0.13 -0.13 -0.20 -0.076
C -1.13224 -1.14271 -2.01607 0.04 0.05 0.07 -0.202
C -0.43928 -2.17525 -1.15786 0.07 -0.09 0.03 -0.299
C 0.49519 -3.04690 -1.69667 0.00 0.02 -0.02 -0.074
C 1.19554 -3.91904 -0.86904 -0.04 0.03 0.00 -0.113
C 0.90986 -3.88895 0.48637 0.02 -0.02 -0.01 -0.109
C -0.07156 -3.02370 0.94627 0.07 0.06 0.17 -0.169
N -0.74037 -2.16363 0.16300 -0.17 0.07 -0.30 -0.002
C 1.90815 2.36750 -3.06168 -0.01 -0.04 0.13 -0.152
H 3.81305 4.48326 -1.20537 0.01 0.01 0.02 0.063
H 1.44524 -0.71816 -2.10302 -0.02 -0.01 0.02 0.106
H 0.88792 0.02911 -3.61123 0.00 -0.01 -0.07 0.109
H -0.98692 0.89959 -2.27017 -0.04 0.03 0.10 0.101
H -1.20878 -1.52418 -3.04995 0.03 -0.03 -0.05 0.103
H -2.13540 -0.98527 -1.61750 -0.03 -0.02 -0.02 0.094
H 0.68695 -3.02147 -2.76390 -0.01 0.01 0.01 0.100
H 1.94121 -4.59280 -1.27328 0.01 0.01 0.00 0.084
H 1.42419 -4.53917 1.18341 0.00 0.00 0.02 0.084
H -0.35588 -3.01271 1.99238 -0.01 -0.01 0.01 0.087
H 1.49575 2.26654 -4.06029 0.00 -0.02 0.00 0.085
Te -2.42436 1.33273 0.85146 -0.47 0.22 0.07 0.575
C -3.14882 2.16463 2.66116 -0.05 0.08 0.13 -0.715
C -4.45594 2.66892 2.77577 0.11 -0.01 0.05 -0.198
C -4.93120 3.20971 3.96481 0.08 -0.04 -0.05 -0.147
C -4.11616 3.26927 5.09137 0.02 -0.03 -0.05 -0.157
C -2.81663 2.77932 4.99839 -0.01 -0.02 -0.10 -0.136
C -2.34284 2.23995 3.80785 -0.08 0.01 0.03 -0.179
H -5.10414 2.62888 1.90659 0.00 0.00 0.03 0.067
H -5.94746 3.58874 4.01553 -0.02 0.00 -0.02 0.078
H -4.48651 3.68669 6.02149 0.01 0.01 -0.01 0.072
H -2.16303 2.82092 5.86423 0.01 -0.01 -0.01 0.082
H -1.32856 1.86035 3.74774 -0.02 0.00 0.00 0.072
```
Forces are in eV/Å.

Results
**F_max**: 0.52 eV/A
**HOMO energy (alpha / beta)**: 0.33 / 0.33 eV
**LUMO (alpha / beta)**: 3.80 / 3.80 eV
**Total energy**: -1909.65049 hartree
**Gap between HOMO and LUMO (alpha / beta)**: 3.5 / 3.5 eV
**Net charge**: -2



Which of these has the highest F_max? C22H19N9O2S



Which formula does entry 1 have? C15H15FO3S



What is the formula in the third record? C19H16I2N2OPdTe



Which of these has the lowest F_max? C19H16I2N2OPdTe